No. 1
A 10-piece molecular cluster, C38H60FNO29P overall at a distorted geometry, computed with ωB97M-V/def2-TZVPD.

The orbital gap comes out at 3.894 eV. The total charge is -1. For the largest force on an atom, the calculation gives 3.0 eV Å⁻¹.

XYZ file:
```
130
Properties=species:S:1:pos:R:3:mulliken_charge:R:1
O -1.470 9.900 -1.449 -0.490
C -1.348 8.928 -2.154 0.314
F -0.491 7.899 -1.727 -0.174
N -1.952 8.699 -3.428 0.100
C -1.486 9.657 -4.499 0.177
O -1.748 10.857 -4.463 -0.597
P -0.478 8.876 -5.983 0.360
H -2.970 8.629 -3.371 0.183
H -0.028 7.856 -5.020 -0.413
H 0.657 9.682 -5.553 0.040
H -0.959 9.909 -6.886 0.066
H -1.620 8.031 -6.214 -0.380
H 0.268 8.238 -7.059 -0.011
C 2.177 2.875 -2.143 -1.537
C 1.981 4.346 -2.428 0.801
C 0.925 4.625 -3.460 -0.515
O 1.372 5.847 -4.040 -0.210
C 2.718 5.894 -3.882 0.490
O 3.439 6.683 -4.415 -0.576
O 3.147 4.913 -3.033 -0.353
H 1.236 2.387 -1.884 0.419
H 2.617 2.367 -3.006 0.240
H 2.873 2.740 -1.311 0.392
H 1.782 4.890 -1.499 0.186
H -0.064 4.748 -3.019 0.436
H 0.873 3.865 -4.247 0.135
C 0.906 -1.235 -4.894 -1.315
C 0.890 -1.262 -3.382 0.493
C -0.411 -1.728 -2.789 -0.557
O -0.446 -1.045 -1.537 -0.332
C 0.301 0.085 -1.686 0.591
O 0.335 0.990 -0.904 -0.583
O 1.002 0.057 -2.848 -0.176
H 0.611 -2.199 -5.314 0.367
H 0.238 -0.458 -5.275 0.368
H 1.913 -0.991 -5.261 0.268
H 1.731 -1.854 -3.006 0.249
H -0.437 -2.807 -2.640 0.366
H -1.286 -1.428 -3.373 0.303
C -6.891 6.430 -7.025 -1.466
C -5.545 6.294 -6.346 0.525
C -4.982 7.595 -5.843 -0.606
O -3.578 7.372 -5.904 -0.179
C -3.364 6.438 -6.878 0.550
O -2.297 6.152 -7.330 -0.525
O -4.546 5.872 -7.272 -0.372
H -7.606 6.951 -6.385 0.364
H -6.799 6.969 -7.971 0.355
H -7.295 5.444 -7.263 0.353
H -5.601 5.550 -5.544 0.238
H -5.292 7.813 -4.820 0.326
H -5.228 8.451 -6.480 0.324
C -2.214 -2.737 3.342 -1.531
C -2.101 -3.899 2.381 0.779
C -0.765 -3.991 1.696 -0.392
O -1.098 -4.618 0.459 -0.338
C -2.399 -4.310 0.195 0.701
O -2.943 -4.512 -0.852 -0.569
O -2.995 -3.742 1.278 -0.345
H -1.396 -2.740 4.065 0.375
H -2.215 -1.785 2.806 0.385
H -3.158 -2.790 3.888 0.358
H -2.351 -4.836 2.890 -0.023
H -0.052 -4.597 2.256 0.337
H -0.316 -3.016 1.486 0.272
C -3.699 -8.245 2.852 -1.453
C -3.719 -8.259 4.365 0.500
C -5.026 -8.718 4.951 -0.477
O -5.062 -8.029 6.198 -0.320
C -4.313 -6.902 6.052 0.505
O -4.285 -6.004 6.838 -0.511
O -3.603 -6.935 4.892 -0.224
H -3.998 -9.212 2.443 0.411
H -4.361 -7.470 2.458 0.358
H -2.696 -8.014 2.489 0.324
H -2.882 -8.851 4.748 0.235
H -5.056 -9.797 5.105 0.325
H -5.897 -8.418 4.360 0.316
C -3.725 -5.562 9.949 -1.412
C -2.379 -5.718 10.620 0.562
C -1.808 -4.430 11.146 -0.520
O -0.403 -4.665 11.073 -0.317
C -0.203 -5.578 10.084 0.579
O 0.866 -5.857 9.630 -0.523
O -1.380 -6.127 9.682 -0.286
H -4.436 -5.051 10.602 0.406
H -3.637 -5.007 9.013 0.357
H -4.134 -6.541 9.693 0.306
H -2.435 -6.477 11.408 0.215
H -2.112 -4.229 12.173 0.322
H -2.050 -3.562 10.526 0.316
C 2.277 -8.517 10.148 -1.496
C 2.668 -9.875 9.610 0.569
C 1.619 -10.505 8.736 -0.432
O 1.854 -11.898 8.928 -0.334
C 2.423 -12.040 10.158 0.608
O 2.574 -13.085 10.714 -0.535
O 2.793 -10.833 10.665 -0.365
H 1.975 -7.844 9.347 0.453
H 1.462 -8.600 10.871 0.317
H 3.119 -8.065 10.677 0.368
H 3.630 -9.813 9.092 0.244
H 1.737 -10.236 7.686 0.332
H 0.596 -10.275 9.050 0.279
C 2.414 3.218 -8.351 -1.551
C 3.155 2.287 -7.417 0.731
C 4.449 1.764 -7.976 -0.496
O 4.577 0.500 -7.325 -0.330
C 3.320 0.083 -7.018 0.636
O 3.044 -1.018 -6.635 -0.624
O 2.416 1.079 -7.199 -0.308
H 3.056 4.034 -8.686 0.388
H 2.034 2.679 -9.222 0.379
H 1.547 3.649 -7.846 0.383
H 3.308 2.770 -6.447 0.100
H 5.295 2.408 -7.737 0.342
H 4.421 1.599 -9.057 0.299
C 5.589 7.482 -1.341 -1.217
C 6.868 6.678 -1.332 0.480
C 7.058 5.833 -2.560 -0.107
O 7.843 4.746 -2.066 -0.342
C 7.566 4.627 -0.739 0.623
O 7.902 3.703 -0.059 -0.556
O 6.855 5.696 -0.291 -0.360
H 5.502 8.077 -2.252 0.386
H 4.717 6.830 -1.257 0.185
H 5.560 8.158 -0.484 0.365
H 7.728 7.336 -1.165 0.236
H 7.589 6.362 -3.351 0.309
H 6.122 5.435 -2.963 0.027
```


No. 2
One molecule with the formula C4H8O2, computed with ωB97M-V/def2-TZVPD.

The relative energy (zero: lowest compared OMol25 entry of this formula, charge and spin) comes out at 258.4 kJ/mol. The orbital gap comes out at 9.172 eV. The total charge is 0. For the largest force on an atom, the calculation gives 0.4 eV Å⁻¹. Its SMILES is CO/C=C/OC.

XYZ file:
```
14
Properties=species:S:1:pos:R:3:mulliken_charge:R:1
C 0.050 0.407 -2.526 -0.710
O -0.497 1.081 -1.415 -0.332
C -0.151 0.668 -0.164 -0.010
C 0.506 -0.435 0.208 -0.128
O 0.779 -0.777 1.512 -0.353
C -0.215 -0.519 2.497 -0.610
H -0.570 0.693 -3.379 0.225
H 1.088 0.713 -2.709 0.315
H 0.011 -0.683 -2.414 0.284
H -0.525 1.374 0.571 0.312
H 0.929 -1.151 -0.492 0.282
H -0.930 0.242 2.176 0.279
H -0.763 -1.442 2.730 0.237
H 0.288 -0.172 3.404 0.209
```


No. 3
A 2-piece molecular cluster, C2H8N3S2 overall at a distorted geometry, computed with ωB97M-V/def2-TZVPD.

The relative energy (zero: lowest compared OMol25 entry of this formula, charge and spin) comes out at 418.7 kJ/mol. The orbital gap comes out at 5.157 eV. The total charge is +1. For the largest force on an atom, the calculation gives 5.3 eV Å⁻¹.

XYZ file:
```
15
Properties=species:S:1:pos:R:3:mulliken_charge:R:1
C 1.727 1.325 0.947 -0.342
C 1.151 -0.635 -0.775 0.752
N 2.085 0.026 -1.387 -0.483
N 0.419 -1.574 -1.355 -0.382
N 2.665 1.503 0.001 -0.277
S 1.089 -0.464 0.960 -0.110
S -5.713 0.085 0.984 -0.250
H 2.198 1.485 1.902 0.413
H 0.836 1.949 0.817 0.332
H 2.011 0.285 -2.358 0.235
H -0.214 -2.029 -0.681 0.237
H 0.425 -1.684 -2.390 0.260
H -5.252 -0.476 1.966 0.104
H 3.375 0.738 -0.022 0.365
H -6.804 -0.534 1.392 0.146
```


No. 4
One molecule with the formula C4H10N2S2 at a distorted geometry, computed with ωB97M-V/def2-TZVPD.

The relative energy (zero: lowest compared OMol25 entry of this formula, charge and spin) comes out at 156.8 kJ/mol. The orbital gap comes out at 9.202 eV. The total charge is 0. For the largest force on an atom, the calculation gives 2.7 eV Å⁻¹. Its SMILES is CS/C(=N/N)[C@H](C)S.

XYZ file:
```
18
Properties=species:S:1:pos:R:3:mulliken_charge:R:1
C 2.848 0.139 -0.750 -0.777
S 1.544 -1.048 -0.492 -0.025
C 0.226 0.003 -0.040 0.397
N 0.415 1.267 0.022 -0.344
N -0.706 2.128 0.183 -0.641
C -1.216 -0.533 0.264 0.301
C -1.160 -2.006 0.647 -1.595
S -2.288 -0.240 -1.250 -0.188
H 2.422 0.988 -1.440 0.247
H 3.773 -0.397 -1.122 0.308
H 3.090 0.669 0.194 0.245
H -0.308 3.020 0.360 0.297
H -1.230 1.905 1.046 0.172
H -1.646 0.058 1.120 0.263
H -0.988 -2.599 -0.241 0.407
H -0.286 -2.099 1.284 0.379
H -2.063 -2.317 1.143 0.373
H -2.426 1.061 -0.927 0.182
```


| no. | calculated total energy (Eh) | highest occupied orbital energy (eV) |
| --- | --- | --- |
| 1 | -4161.93349 | -3.0 |
| 2 | -307.61402 | -8.2 |
| 3 | -1041.25771 | -11.8 |
| 4 | -1064.23750 | -8.4 |